Molecular formula: C17H23F5NO2P2STi
Method: DFT, ωB97M-V with the def2-TZVPD basis set

CARTESIAN COORDINATES (ANGSTROEM)
Ti  -0.28521  0.14170  0.20824
P  2.04233  -0.59785  0.29786
C  2.15585  -0.97387  -1.46029
C  0.97391  -1.29001  -2.17187
N  -0.25677  -0.81094  -1.69899
C  -1.41433  -1.14836  -2.31011
C  -1.41336  -2.00040  -3.40679
C  -0.19384  -2.41103  -3.95599
C  0.99659  -2.01040  -3.39802
C  -2.71812  -0.66180  -1.70407
P  -2.48905  0.87950  -0.72434
H  1.94211  -2.18094  -3.91659
H  -2.38054  -2.36209  -3.78603
H  -0.21140  -3.03180  -4.83857
H  -3.45144  -0.47868  -2.49805
H  -3.18666  -1.42290  -1.05756
H  2.86691  1.23899  -2.37974
H  3.10466  -0.95928  -2.03412
H  0.95493  2.73016  -1.79758
O  2.83326  2.16714  -2.62301
H  2.56187  2.11887  -3.59166
H  0.35018  1.64897  0.27141
O  0.28943  2.83337  -1.17088
H  0.58607  3.65642  -0.74579
C  -2.51032  2.10731  -2.09448
H  -3.50782  2.04424  -2.53952
H  -2.35287  3.12941  -1.72539
H  -1.78906  1.85578  -2.88038
C  -4.02418  1.15478  0.15933
H  -3.91366  2.04366  0.78579
H  -4.85780  1.31403  -0.52713
H  -4.24203  0.29847  0.80018
C  2.42879  -2.31195  0.84025
H  3.51450  -2.41164  0.78181
H  2.03269  -2.58252  1.82224
H  1.99427  -2.94554  0.06239
C  3.44004  0.42174  0.85877
H  3.28717  0.78695  1.88966
H  4.35083  -0.19656  0.83435
H  3.56572  1.27795  0.17724
F  -0.33877  -1.67141  6.60260
C  -0.25361  -0.90408  5.48107
C  0.32230  0.37526  5.53269
F  0.75511  0.85656  6.73208
C  0.45441  1.16150  4.38221
F  1.05705  2.37558  4.46326
C  0.01517  0.71207  3.10864
S  0.09981  1.82458  1.69283
C  -0.53800  -0.57510  3.08680
F  -0.87931  -1.12801  1.77457
C  -0.65532  -1.39863  4.21848
F  -1.11246  -2.68924  4.17222

Forces on the atoms, in the same order (eV/Å):
-1.3 0.5 -0.1
1.1 -0.9 -0.1
0.7 0.8 -0.8
-0.9 0.4 -1.0
0.7 -1.1 -0.2
0.2 -0.3 0.4
-0.2 -0.3 -0.1
-0.8 0.1 -0.1
0.4 0.7 0.4
-0.3 -0.1 -0.1
-0.3 0.3 -1.4
-0.2 -0.3 0.4
0.6 0.3 0.0
0.1 0.0 -0.1
0.1 -0.1 0.0
0.4 0.0 -0.1
0.2 -0.2 0.1
-0.5 -0.4 0.5
2.3 -0.7 -2.2
-1.0 -0.1 -1.8
0.7 0.3 1.6
0.9 -0.2 -1.8
-1.6 1.2 1.8
-0.4 -0.1 0.1
-0.2 0.1 0.2
0.0 0.1 0.0
0.1 -0.4 -0.2
0.0 0.1 0.4
-0.3 0.0 0.3
0.0 -0.1 0.0
0.1 0.0 0.0
0.0 0.1 0.0
-0.2 0.1 -0.1
-0.1 -0.2 0.2
0.2 0.1 -0.1
0.0 -0.2 0.4
0.3 0.1 -0.3
-0.1 -0.2 -0.5
-0.2 0.3 0.0
0.0 -0.2 0.3
0.1 1.2 -2.0
0.2 -0.3 0.3
0.3 0.4 1.4
-0.6 -0.7 -1.8
0.3 0.3 -0.6
-0.8 -1.3 0.0
-0.1 -0.5 1.6
-0.5 0.0 2.8
0.4 -0.3 0.3
0.3 0.9 1.8
-0.4 -1.1 0.4
0.5 1.9 -0.4

Its net charge is +2. The multiplicity is 2. For the orbital gap (alpha / beta), the calculation gives 0.266 / 0.222 Eh. The HOMO energy (alpha / beta) comes out at -14.267 / -14.322 eV. The calculation puts the total energy at -3295.852805 Eh. The value obtained for the energy above the lowest of the compared OMol25 structures with the same formula, charge and spin is 0.00 kJ/mol. The calculation puts the max |F| at 3.3 eV/Å.